No. 1
59
Properties=species:S:1:pos:R:3:forces:R:3:nbo_charge:R:1 method="wB97M-V/def2-TZVPD" homo_energy_ev=-6.67 lumo_ev=0.97 molar_mass_g_mol=598.25 homo_lumo_gap_ev=7.638 e_tot_ev=-97387.9319 total_charge=-1
C -0.319985 -3.488012 -0.422268 0.5 0.1 0.3 -0.62
C 1.144998 -4.003062 -0.383246 -0.6 0.8 -1.3 -0.40
C 2.055669 -2.931764 -1.030671 0.3 -0.3 1.2 -0.38
C 2.225192 -1.707165 -0.086669 -0.4 -0.3 0.1 -0.47
C 1.226669 -0.597050 -0.316326 0.9 -0.9 0.3 0.25
N 0.391414 -0.370383 0.667894 0.0 0.7 -1.1 -0.35
C -0.526421 0.599153 0.401348 -0.6 0.0 0.9 0.10
C -1.476122 0.917287 1.402203 -0.2 0.0 0.3 -0.18
C -2.424444 1.877655 1.208722 -0.2 -0.4 -0.4 0.11
N -3.382017 2.172236 2.267651 0.9 0.9 -0.5 -0.51
C -2.860075 2.494908 3.321197 -0.2 -1.3 0.4 0.23
S -2.157835 2.541539 4.709957 -0.1 0.6 0.0 0.12
C -2.522526 2.588437 -0.028139 -0.1 -0.2 0.3 0.19
N -3.514387 3.578985 -0.151586 0.4 0.3 -0.1 -0.63
C -3.037719 4.987181 -0.144254 -0.2 -0.1 0.5 -0.21
C -1.710414 5.223869 0.585774 -0.1 0.4 -0.2 -0.63
C -1.611244 2.270683 -1.013878 0.0 0.9 -0.1 -0.41
P -1.699522 3.077674 -2.643164 -0.3 -1.8 -1.0 0.87
S -1.899372 1.816606 -4.138262 0.0 0.2 0.1 -0.62
C -0.593480 1.298400 -0.797733 -0.1 0.2 -0.5 0.20
N 0.311209 1.072137 -1.785460 0.2 -0.1 0.5 -0.41
C 1.205071 0.148054 -1.555116 -0.1 0.2 -0.1 0.19
C 2.171078 -0.088933 -2.709378 -0.3 0.5 -0.6 -0.24
Cl 3.892059 0.042053 -2.219889 -0.1 -0.2 0.1 -0.04
C 1.916543 0.924843 -3.841761 0.5 0.5 0.1 -0.18
C 2.323229 2.373733 -3.517178 -0.9 0.2 -0.2 -0.64
Cl 2.822258 0.396725 -5.322759 -0.2 -0.2 0.2 -0.09
H -0.535937 -2.955086 0.505833 -0.3 -0.1 0.0 0.22
H -1.037615 -4.288187 -0.600313 0.0 0.0 0.3 0.21
H -0.447278 -2.758105 -1.229974 0.0 -0.1 -0.1 0.18
H 1.187766 -4.863328 -1.056594 0.2 -0.3 0.4 0.19
H 1.471638 -4.233076 0.630166 0.0 -0.3 -0.1 0.25
H 1.599053 -2.689043 -1.989102 0.3 0.1 -0.2 0.18
H 3.053990 -3.360414 -1.150598 -0.1 0.0 -0.4 0.21
H 3.243205 -1.322868 -0.084922 0.0 0.1 -0.3 0.24
H 2.060808 -2.087062 0.925184 0.0 0.2 0.0 0.26
H -1.443879 0.399449 2.354606 0.1 -0.1 -0.1 0.25
H -4.205943 3.456820 0.573942 0.0 -0.1 0.0 0.39
H -3.009435 5.370928 -1.164964 0.1 0.1 0.0 0.18
H -3.795247 5.573131 0.381528 -0.1 -0.1 -0.1 0.20
H -0.846411 4.996657 -0.039675 0.0 -0.2 0.2 0.21
H -1.653193 4.675914 1.527409 0.0 -0.1 -0.1 0.21
H -1.642859 6.282813 0.851260 0.0 0.0 -0.1 0.22
H -0.558203 3.876354 -2.845692 -0.3 0.3 0.5 -0.02
H -2.855392 3.866664 -2.611888 0.4 0.4 0.4 0.01
H 2.008766 -1.065039 -3.161289 0.2 -0.2 0.3 0.25
H 0.868410 0.912433 -4.128583 0.0 -0.2 0.1 0.27
H 2.975363 2.784907 -4.283057 0.3 -0.1 0.2 0.23
H 1.412020 2.979371 -3.562328 0.1 0.0 0.0 0.21
H 2.726989 2.505166 -2.516014 0.2 -0.1 -0.1 0.22
B 0.219127 -4.853591 5.490017 -0.4 0.1 0.7 1.25
O 0.261311 -6.094210 4.658225 0.3 0.3 -0.2 -0.66
C 1.044794 -5.886418 3.619976 -0.4 -0.8 0.0 0.67
O 1.292129 -6.682890 2.753103 0.1 0.1 -0.1 -0.58
C 1.586357 -4.459857 3.697277 0.2 0.8 0.2 0.68
O 2.332294 -3.948095 2.900342 0.0 -0.1 -0.2 -0.61
O 1.103545 -3.881793 4.773854 0.1 -0.3 -0.3 -0.65
F 0.714240 -5.107055 6.765098 0.0 0.0 -0.1 -0.55
F -1.080241 -4.360283 5.560162 0.1 0.0 -0.1 -0.55



No. 2
63
Properties=species:S:1:pos:R:3:forces:R:3:nbo_charge:R:1 method="wB97M-V/def2-TZVPD" homo_energy_ev="-6.95 / -6.96" lumo_ev="-1.11 / -1.12" spin_multiplicity=2 molar_mass_g_mol=741.20 homo_lumo_gap_ev="5.845 / 5.839" e_tot_ev=-173973.5537 de_lowest_kj_mol=82.79
Ti -1.325781 0.159778 0.127568 0.4 -0.4 0.2 1.79
Br -2.366955 3.192534 2.004924 0.0 0.1 0.0 0.13
C -2.462561 3.212218 0.119680 -0.1 0.1 0.0 0.19
C -3.044908 4.305034 -0.507696 0.0 -0.1 0.0 -0.26
C -3.115661 4.301669 -1.889493 0.0 0.0 0.0 -0.12
C -2.583175 3.231153 -2.595840 0.0 0.1 0.0 -0.19
C -2.012884 2.203987 -1.880716 0.0 0.0 -0.1 0.11
N -1.967182 2.177064 -0.536985 -0.1 0.1 0.0 -0.53
C -1.387434 1.003869 -2.557966 0.1 0.1 0.0 0.77
O -1.341227 0.882063 -3.743352 -0.1 0.0 0.0 -0.50
O -0.901545 0.158343 -1.655085 -0.1 0.0 -0.2 -0.77
H -3.434797 5.121064 0.080959 0.0 0.0 0.0 0.25
H -3.575394 5.131934 -2.407835 0.0 0.0 0.0 0.24
H -2.592169 3.171188 -3.674390 0.0 0.0 0.0 0.26
C -1.250410 -3.289029 -0.990728 0.0 0.0 0.0 -0.64
C -0.212441 -2.507737 -0.225159 0.0 0.0 -0.1 -0.11
O -0.798915 -1.758915 0.899239 0.0 0.1 0.0 -0.63
C -0.943419 -2.571016 2.081590 0.0 0.0 0.0 -0.05
C -1.430390 -1.786544 3.275571 0.0 0.0 0.0 -0.63
H -1.770488 -4.021656 -0.372951 0.0 0.0 0.0 0.20
H -0.740297 -3.807400 -1.803113 0.0 0.0 0.0 0.26
H -1.983531 -2.621920 -1.443586 0.0 0.0 0.0 0.22
H 0.283776 -1.797437 -0.897442 0.0 0.0 0.0 0.27
H 0.566209 -3.148407 0.192510 0.0 0.0 0.0 0.19
H 0.045210 -2.993816 2.282406 0.0 0.0 0.0 0.18
H -1.626474 -3.390225 1.851108 0.0 0.0 0.0 0.20
H -0.829770 -0.889515 3.435755 0.0 0.0 0.0 0.20
H -1.324045 -2.416904 4.159056 0.0 0.0 0.0 0.23
H -2.473853 -1.503947 3.184057 0.0 0.0 0.0 0.24
F 2.581465 -0.206316 -1.265972 -0.1 -0.1 -0.2 -0.40
C 2.751577 -1.130421 -2.314238 0.0 0.0 0.0 0.22
C 1.710756 -1.913124 -2.701767 0.0 0.0 0.2 -0.46
C 2.020716 -2.789244 -3.707029 0.1 0.0 0.0 0.32
F 1.075735 -3.659783 -4.183842 0.0 0.0 0.0 -0.36
C 3.268906 -2.886738 -4.302277 0.0 0.1 0.0 0.23
F 3.537031 -3.763304 -5.288480 0.0 0.0 0.0 -0.31
C 4.288143 -2.055407 -3.857840 -0.1 0.0 0.0 0.25
F 5.513073 -2.125969 -4.406831 0.0 0.0 0.0 -0.31
C 4.030032 -1.157751 -2.838564 0.0 0.0 0.0 0.23
F 5.025772 -0.357117 -2.386184 0.0 0.0 0.0 -0.33
F -2.846788 0.163071 1.557323 0.1 0.0 -0.1 -0.60
P -4.322032 -0.412127 0.768590 0.0 0.0 -0.1 2.63
F -3.289255 -0.520078 -0.562987 0.0 0.0 0.0 -0.57
F -4.568947 1.111106 0.361177 0.0 0.0 0.0 -0.56
F -5.081625 -0.226097 2.131416 0.0 0.0 0.0 -0.55
F -5.536567 -0.927099 -0.068251 0.0 0.0 0.0 -0.55
F -3.849024 -1.877184 1.167995 0.0 0.0 0.0 -0.56
C 2.405491 2.456048 3.985451 0.0 0.0 0.0 -0.63
C 1.539727 2.422104 2.733789 0.0 -0.1 0.1 -0.59
S 1.253634 0.728293 2.214644 0.2 -0.2 -0.1 1.26
O 0.330507 0.893254 1.002898 -0.2 0.3 0.0 -1.01
C 2.860255 0.220523 1.539210 -0.1 0.1 0.1 -0.59
C 3.722380 1.284464 0.887742 -0.1 0.0 0.0 -0.63
H 2.541087 3.488109 4.304472 0.0 0.0 0.0 0.24
H 3.392855 2.033834 3.805753 0.0 0.0 0.0 0.22
H 1.941287 1.906690 4.804514 0.0 0.0 0.0 0.22
H 1.971030 2.971330 1.897251 0.0 0.0 0.0 0.25
H 0.534638 2.801729 2.922476 0.0 0.0 0.0 0.25
H 2.566402 -0.528763 0.803058 0.0 -0.1 0.0 0.29
H 3.364661 -0.281148 2.367180 0.0 0.0 0.0 0.23
H 3.201530 1.772295 0.066485 0.0 0.0 0.0 0.24
H 4.588846 0.790939 0.449553 0.0 0.0 0.0 0.26
H 4.077213 2.026455 1.601203 0.0 0.0 0.0 0.20



No. 3
51
Properties=species:S:1:pos:R:3:forces:R:3:mulliken_spin:R:1 method="wB97M-V/def2-TZVPD" homo_energy_ev="-14.28 / -14.30" lumo_ev="-7.12 / -7.63" spin_multiplicity=3 molar_mass_g_mol=628.29 homo_lumo_gap_ev="7.160 / 6.666" e_tot_ev=-75225.9023 de_lowest_kj_mol=8.61 total_charge=+2
W -0.535501 0.370723 0.220714 0.1 -0.1 0.3 1.94
C -2.063182 1.488011 1.474787 -0.8 -0.3 0.4 0.01
C -1.377149 0.651093 2.398804 0.3 -0.1 -0.1 0.06
C -0.030339 1.083017 2.465621 1.0 0.2 0.1 0.07
C 0.095292 2.263775 1.657304 -0.1 -1.2 0.1 -0.20
C -1.146577 2.440069 0.991318 -0.3 2.0 -0.7 0.05
C -1.504339 3.594787 0.072737 0.4 -0.1 -0.2 0.01
C 1.280582 3.129046 1.536544 0.8 -0.1 0.0 -0.01
C 1.053829 0.411824 3.282137 0.3 -0.2 -0.2 0.03
C -1.958285 -0.437592 3.202416 0.5 -1.3 0.1 -0.03
C -3.513527 1.381208 1.157528 -1.2 0.5 -0.5 -0.02
H -1.678823 4.539999 0.595708 0.0 -0.3 0.2 0.01
H -2.391801 3.367130 -0.509876 -0.1 0.0 0.0 -0.01
H -0.708016 3.809531 -0.644970 0.0 -0.1 0.1 0.01
H 1.259383 3.898420 2.300429 -0.1 0.2 0.2 0.00
H 1.352108 3.600096 0.569448 -0.2 0.4 -0.3 0.00
H 2.231808 2.597637 1.649527 -0.3 -0.1 0.2 0.00
H 1.056784 0.716012 4.335081 -0.3 0.0 -0.1 0.01
H 2.064036 0.679456 2.917106 -0.6 -0.3 0.0 0.00
H 0.918491 -0.693585 3.239017 0.3 0.8 0.1 0.00
H -2.226454 -0.164712 4.214175 -0.2 0.5 0.2 0.00
H -1.247579 -1.259214 3.329255 0.1 0.1 0.0 0.00
H -2.806961 -0.891538 2.727056 -0.6 0.0 -0.2 0.00
H -4.198904 1.915664 1.857375 0.8 -0.3 -0.1 0.00
H -3.868509 0.346026 1.112362 0.1 0.2 0.0 0.00
H -3.732139 1.851881 0.189290 0.1 -0.3 0.1 0.00
Cl -1.919382 -4.966486 -4.728634 -0.1 -0.2 -0.2 0.00
C -1.871290 -3.598386 -3.711312 0.4 -0.1 0.4 -0.01
C -2.166132 -2.344046 -4.231166 -0.3 0.6 0.3 0.02
C -2.125649 -1.206208 -3.438218 0.4 -0.1 0.8 -0.01
Cl -2.484197 0.322635 -4.112989 0.0 0.1 0.0 0.00
C -1.697532 -1.295919 -2.083888 -0.2 -0.1 -1.0 0.03
O -1.546872 -0.199478 -1.339529 -0.3 0.0 0.0 0.03
C -1.370299 -2.582318 -1.599032 0.4 0.7 0.3 0.00
C -0.674739 -2.674875 -0.370886 0.0 -0.1 -0.3 0.04
O -0.240279 -1.698298 0.285937 0.1 0.0 0.5 -0.02
C -1.455415 -3.721982 -2.403221 -0.2 -1.1 -0.2 0.02
H -2.444740 -2.239895 -5.267473 -0.1 0.0 -0.1 0.00
H -0.439486 -3.668760 -0.003149 0.1 -0.2 0.2 0.00
H -1.175562 -4.722507 -2.018314 -0.2 0.8 -0.2 0.00
S 1.425913 1.192731 -0.923254 0.1 -0.4 0.2 -0.05
C 2.778842 0.112128 -0.788579 0.1 -0.3 0.0 0.03
N 3.707177 0.186500 -1.706665 0.8 -0.6 0.6 0.00
C 4.844938 -0.793124 -1.638771 -0.3 0.0 -0.9 0.00
C 4.806026 -1.412761 -0.232492 -0.7 0.6 -0.3 0.00
S 3.122497 -1.068961 0.433614 -0.3 0.2 -0.3 0.00
H 3.680721 0.935844 -2.374596 0.0 0.1 -0.5 0.00
H 5.796195 -0.277519 -1.857516 -0.5 -0.2 0.3 0.00
H 4.683549 -1.540973 -2.453557 0.1 0.5 0.7 0.00
H 5.500398 -0.949470 0.439810 0.4 0.2 0.3 0.00
H 4.941093 -2.476637 -0.217015 0.1 -0.5 -0.2 0.00



No. 4
52
Properties=species:S:1:pos:R:3:forces:R:3:nbo_charge:R:1 method="wB97M-V/def2-TZVPD" homo_energy_ev=-17.35 lumo_ev=-11.51 molar_mass_g_mol=503.33 homo_lumo_gap_ev=5.841 e_tot_ev=-47519.9491 de_lowest_kj_mol=0.00 total_charge=+3
Pd 0.022085 0.374979 1.983673 0.0 0.6 0.0 1.10
C -1.255464 2.567563 0.531141 0.0 0.0 0.0 -0.28
N -0.003745 1.746884 0.416757 0.0 -0.2 0.0 -0.54
C 1.278250 2.528421 0.422616 0.0 0.0 -0.1 -0.28
C 2.333856 1.633312 0.991541 0.0 0.0 0.0 0.40
N 1.995649 0.600549 1.758066 0.0 -0.2 0.2 -0.52
C 3.175293 -0.040819 2.145173 0.0 0.0 0.0 0.14
C 3.403262 -1.178046 2.916240 0.0 0.0 0.0 -0.25
C 4.718039 -1.556132 3.090675 0.0 0.0 0.0 -0.16
C 5.779201 -0.827600 2.523535 0.0 0.0 0.0 -0.16
C 5.561105 0.298017 1.758554 0.0 0.0 0.0 -0.18
C 4.233184 0.670382 1.580443 0.0 0.0 0.0 0.10
N 3.654525 1.718362 0.859452 0.0 0.0 0.0 -0.46
C -2.309421 1.669286 1.098758 0.1 0.0 0.0 0.40
N -1.958358 0.638916 1.864714 0.0 -0.2 0.1 -0.50
C -3.131330 -0.006262 2.266652 0.0 0.1 0.0 0.06
C -3.348566 -1.133668 3.056835 0.0 0.0 0.0 -0.24
C -4.661575 -1.513048 3.247580 0.0 0.0 0.0 -0.16
C -5.729957 -0.794387 2.682451 0.0 0.0 0.0 -0.16
C -5.522886 0.325276 1.905363 0.0 0.0 0.0 -0.21
C -4.198004 0.698617 1.708311 0.0 0.0 0.0 0.17
N -3.631289 1.746841 0.979394 0.0 0.0 0.0 -0.47
H -1.060961 3.398195 1.212119 0.0 0.0 0.0 0.26
H -1.539829 2.985434 -0.435662 0.0 0.0 0.0 0.27
H -0.050768 1.232562 -0.461225 0.0 -0.1 0.1 0.43
H 1.529648 2.864206 -0.584752 0.0 0.0 0.0 0.27
H 1.145329 3.414137 1.046189 0.0 0.0 0.0 0.26
H 2.591992 -1.741318 3.359220 0.0 0.0 0.0 0.21
H 4.946491 -2.436221 3.676073 0.0 0.0 0.0 0.25
H 6.793171 -1.163771 2.690184 0.0 0.0 0.0 0.26
H 6.378422 0.854042 1.319791 0.0 0.0 0.0 0.26
H 4.156412 2.417691 0.329059 0.0 0.0 0.0 0.46
H -2.533500 -1.683570 3.509504 0.0 0.0 0.0 0.22
H -4.881632 -2.384310 3.849192 0.0 0.0 0.0 0.25
H -6.741343 -1.130929 2.863603 0.0 0.0 0.0 0.26
H -6.346910 0.876321 1.472802 0.0 0.0 0.0 0.26
H -4.142135 2.446070 0.457158 0.0 0.0 0.0 0.46
Cl 0.061599 -1.457087 -0.532902 0.0 -0.1 0.0 0.20
C -0.137876 -1.627117 1.124098 0.1 0.2 -0.4 -0.21
H 0.698393 -2.091443 1.633827 0.0 0.0 0.0 0.25
H -1.146402 -1.861038 1.447885 0.0 0.0 0.0 0.25
C 1.276443 -1.428393 6.812974 0.0 0.0 0.0 -0.40
N 0.023745 -1.130976 6.083328 0.0 -0.1 0.0 -0.41
C -1.239061 -1.086686 6.855111 0.0 0.0 0.0 -0.40
C 0.033776 -0.872130 4.831229 0.0 0.3 0.1 0.70
N 0.037532 -0.636247 3.689895 0.0 -0.3 0.0 -0.60
H 1.176437 -2.399756 7.292448 0.0 0.0 0.0 0.24
H 1.437478 -0.658283 7.564855 0.0 0.0 0.0 0.24
H 2.111512 -1.444463 6.117884 0.0 0.0 0.0 0.22
H -1.372147 -2.042527 7.357179 0.0 0.0 0.0 0.24
H -2.073565 -0.905013 6.183000 0.0 0.0 0.0 0.22
H -1.174722 -0.286945 7.590365 0.0 0.0 0.0 0.24